{
  "formula": "C6H16N2",
  "method": "ωB97M-V/def2-TZVPD",
  "smiles": "CCN(C)CCNC",
  "max_force_ev_per_a": 4.31,
  "de_lowest_kcal_mol": 58.4,
  "lumo_energy_ev": 1.02,
  "total_energy_ha": -347.631701,
  "homo_ha": -0.293,
  "species": ["C", "C", "N", "C", "C", "C", "N", "C", "H", "H", "H", "H", "H", "H", "H", "H", "H", "H", "H", "H", "H", "H", "H", "H"],
  "xyz": [[2.654, 1.342, 0.154], [1.649, 1.097, 1.244], [0.644, 0.035, 1.037], [1.204, -1.253, 1.290], [0.028, 0.122, -0.304], [-1.511, 0.039, -0.011], [-2.529, -0.109, -1.040], [-2.328, -0.995, -2.180], [3.374, 0.521, 0.169], [2.193, 1.522, -0.821], [3.086, 2.367, 0.359], [2.103, 0.956, 2.205], [1.063, 2.003, 1.429], [1.299, -1.985, 0.467], [2.151, -1.287, 1.922], [0.617, -1.916, 2.033], [0.461, -0.617, -0.953], [0.240, 1.112, -0.801], [-1.616, -0.812, 0.687], [-1.716, 0.972, 0.566], [-3.497, -0.214, -0.809], [-3.130, -0.800, -2.892], [-2.600, -2.021, -1.806], [-1.329, -1.120, -2.558]],
  "atomic_forces_ev_per_a": [[0.40, 1.42, 0.32], [-1.80, 0.81, 0.09], [1.11, 0.53, -0.91], [0.26, -3.29, 2.76], [-1.32, 1.54, 0.17], [-0.52, -0.64, 0.91], [1.46, 1.30, -2.08], [-1.47, -1.93, 1.88], [0.26, 0.40, -0.48], [0.07, -0.61, 0.03], [0.26, -1.34, -0.01], [0.53, -0.46, 0.43], [-0.03, 0.19, -0.33], [0.29, 0.80, -0.25], [-0.65, 0.71, -1.31], [-0.10, 1.18, -0.97], [-0.18, -0.62, -0.43], [-0.23, -0.91, 0.67], [0.24, 0.23, 0.20], [0.02, -0.74, -0.32], [0.03, 0.32, 1.08], [0.61, 0.29, -0.54], [0.42, 0.12, -0.53], [0.30, 0.72, -0.38]],
  "lowdin_charge": [-0.10, -0.28, -0.22, -0.15, -0.19, -0.21, -0.15, -0.14, 0.08, 0.06, 0.09, 0.10, 0.11, 0.08, 0.10, 0.09, 0.09, 0.12, 0.11, 0.12, 0.09, 0.07, 0.08, 0.06]
}

{
  "formula": "C6H13N2O4S",
  "method": "ωB97M-V/def2-TZVPD",
  "max_force_ev_per_a": 3.79,
  "de_lowest_kcal_mol": 9.2,
  "lumo_energy_ev": -2.83,
  "total_energy_ha": -1044.761201,
  "homo_ha": -0.466,
  "total_charge": 1,
  "species": ["C", "C", "C", "C", "C", "C", "N", "N", "O", "O", "O", "O", "S", "H", "H", "H", "H", "H", "H", "H", "H", "H", "H", "H", "H", "H"],
  "xyz": [[-1.125, -2.453, 1.237], [-1.483, -1.863, 0.091], [1.505, -0.232, -1.010], [-1.375, 0.529, 0.617], [-1.207, 3.248, 1.428], [2.649, -0.523, -2.013], [0.497, 0.501, -1.297], [-1.967, -0.517, 0.079], [-1.211, -2.004, 2.497], [1.692, -0.698, 0.210], [-0.329, 0.435, 1.371], [2.321, 0.024, -3.283], [-2.097, 2.056, 0.406], [-0.610, -3.458, 1.427], [-1.428, -2.264, -0.966], [-1.659, 4.305, 1.445], [-0.093, 3.119, 1.357], [-1.631, 2.751, 2.325], [2.843, -1.565, -2.190], [3.585, -0.175, -1.548], [0.511, 0.714, -2.295], [-2.704, -0.326, -0.609], [-1.582, -1.189, 2.815], [2.510, -1.090, 0.207], [0.152, -0.393, 1.028], [2.237, 1.069, -3.329]],
  "atomic_forces_ev_per_a": [[0.78, -1.46, 1.03], [0.34, 0.03, -1.24], [-0.46, 1.54, -2.97], [-0.29, 1.03, 0.51], [-0.21, -0.71, 1.71], [-0.71, 1.27, -0.12], [0.88, -1.13, 0.50], [-0.71, -0.08, -0.52], [0.49, -0.78, 0.71], [-2.68, 0.95, 0.78], [0.40, -1.51, -0.53], [0.12, 2.56, 0.05], [-1.22, 0.64, -1.98], [-0.99, 1.31, -1.54], [0.19, 0.01, 1.80], [0.80, -1.78, -0.78], [-1.25, 0.53, 0.01], [1.25, 1.14, 0.59], [-0.40, -0.67, -0.03], [-0.08, 0.48, -0.30], [0.01, -0.10, 0.22], [0.36, 0.04, 0.53], [-0.53, 0.82, -0.76], [3.24, -1.85, 0.70], [0.03, 0.99, 1.01], [0.66, -3.27, 0.63]],
  "lowdin_charge": [-0.17, -0.08, -0.42, -0.75, -0.33, -0.16, 0.18, 0.05, 0.05, 0.11, 0.06, -0.08, 1.02, 0.17, 0.15, 0.10, 0.07, 0.03, 0.13, 0.14, 0.07, 0.16, 0.11, 0.09, 0.11, 0.17]
}

{
  "formula": "C5H12NP",
  "method": "ωB97M-V/def2-TZVPD",
  "max_force_ev_per_a": 5.73,
  "de_lowest_kcal_mol": 112.3,
  "lumo_energy_ev": [-1.09, 0.30],
  "total_energy_ha": -593.617743,
  "homo_ha": [-0.258, -0.307],
  "species": ["C", "C", "C", "C", "C", "N", "P", "H", "H", "H", "H", "H", "H", "H", "H", "H", "H", "H", "H"],
  "xyz": [[1.715, 1.289, -0.345], [-0.338, -0.984, -1.033], [-0.057, -0.835, 1.583], [0.228, 1.139, -0.011], [-0.153, -0.257, 0.321], [-2.889, 0.331, 0.798], [-3.177, 0.321, -0.658], [2.000, 2.360, -0.742], [2.058, 0.682, -1.183], [2.308, 1.080, 0.529], [-0.420, -2.106, -0.888], [0.441, -0.587, -1.698], [-1.363, -0.559, -1.394], [-0.665, -1.739, 1.858], [0.976, -1.273, 1.814], [-0.336, -0.096, 2.395], [0.139, 1.730, 0.919], [-0.256, 1.603, -0.917], [-4.643, 0.570, -0.957]],
  "atomic_forces_ev_per_a": [[1.05, 1.77, -1.25], [-1.09, -0.06, 2.23], [0.40, -1.67, 4.60], [0.74, 1.41, 0.72], [-1.24, 0.40, -5.58], [0.92, -0.06, 2.75], [-1.43, 0.28, -3.24], [-0.82, -1.74, 1.14], [-0.10, -0.44, 0.15], [0.49, -0.09, 0.21], [0.31, 1.33, -0.62], [-0.32, -0.73, -0.11], [1.51, -0.88, 0.00], [0.03, 0.78, -1.00], [-0.71, 0.90, -0.31], [0.64, -0.66, -0.80], [-0.64, 0.25, -0.65], [-0.44, -0.70, 1.23], [0.71, -0.10, 0.53]],
  "lowdin_charge": [-0.12, -0.10, -0.13, -0.28, -0.38, -0.39, 0.62, 0.11, 0.06, 0.06, 0.10, 0.07, -0.05, 0.10, 0.12, 0.10, 0.12, 0.12, -0.13]
}

{
  "formula": "C23H50In",
  "method": "ωB97M-V/def2-TZVPD",
  "max_force_ev_per_a": 0.59,
  "lumo_energy_ev": 2.92,
  "total_energy_ha": -1096.438352,
  "homo_ha": -0.157,
  "total_charge": -1,
  "species": ["C", "C", "C", "C", "C", "C", "C", "C", "C", "C", "C", "C", "C", "C", "In", "C", "C", "C", "C", "C", "C", "C", "C", "C", "H", "H", "H", "H", "H", "H", "H", "H", "H", "H", "H", "H", "H", "H", "H", "H", "H", "H", "H", "H", "H", "H", "H", "H", "H", "H", "H", "H", "H", "H", "H", "H", "H", "H", "H", "H", "H", "H", "H", "H", "H", "H", "H", "H", "H", "H", "H", "H", "H", "H"],
  "xyz": [[4.265, -1.214, -1.083], [3.788, -2.654, -0.887], [2.271, -2.855, -0.877], [1.485, -2.144, -1.978], [0.011, -2.024, -1.626], [-0.890, -1.441, -2.720], [-0.364, -0.199, -3.450], [-0.827, 1.087, -2.777], [-0.036, 2.342, -3.186], [0.564, 3.123, -2.024], [-0.464, 3.551, -0.995], [0.091, 4.480, 0.078], [0.914, 3.847, 1.216], [0.116, 2.951, 2.175], [0.077, 0.744, 1.709], [1.808, 0.343, 0.348], [0.365, -0.473, 3.558], [1.728, -0.274, 4.248], [2.818, -1.192, 3.668], [-1.931, 0.226, 0.878], [-2.285, -1.260, 1.007], [-3.575, -1.692, 0.294], [-4.862, -1.141, 0.943], [-5.938, -2.210, 1.174], [5.358, -1.183, -1.150], [3.959, -0.572, -0.245], [3.871, -0.768, -2.002], [4.243, -3.298, -1.651], [4.178, -3.011, 0.076], [2.079, -3.934, -0.966], [1.868, -2.560, 0.103], [1.908, -1.149, -2.162], [1.577, -2.707, -2.919], [-0.089, -1.446, -0.696], [-0.364, -3.033, -1.396], [-1.842, -1.164, -2.247], [-1.132, -2.228, -3.445], [0.728, -0.197, -3.529], [-0.734, -0.215, -4.486], [-0.803, 0.954, -1.690], [-1.885, 1.234, -3.037], [-0.695, 3.021, -3.748], [0.771, 2.061, -3.878], [1.362, 2.544, -1.546], [1.039, 4.024, -2.442], [-1.269, 4.081, -1.529], [-0.931, 2.674, -0.535], [-0.752, 5.026, 0.529], [0.712, 5.237, -0.425], [1.774, 3.311, 0.792], [1.350, 4.703, 1.759], [-0.923, 3.311, 2.209], [0.522, 3.041, 3.190], [2.452, 1.219, 0.212], [2.441, -0.447, 0.787], [1.523, -0.005, -0.659], [-0.449, -0.257, 4.267], [0.257, -1.536, 3.293], [1.652, -0.474, 5.329], [2.059, 0.772, 4.168], [2.853, -2.145, 4.213], [2.614, -1.421, 2.620], [3.820, -0.747, 3.726], [-2.068, 0.524, -0.172], [-2.659, 0.827, 1.451], [-1.456, -1.878, 0.629], [-2.382, -1.513, 2.073], [-3.638, -2.788, 0.247], [-3.509, -1.338, -0.746], [-4.597, -0.677, 1.902], [-5.279, -0.335, 0.329], [-5.747, -2.771, 2.096], [-5.957, -2.926, 0.346], [-6.939, -1.768, 1.258]],
  "atomic_forces_ev_per_a": [[0.24, 0.12, 0.16], [0.20, 0.06, 0.04], [-0.19, -0.19, 0.15], [0.13, -0.08, -0.27], [-0.09, -0.09, 0.24], [-0.13, -0.04, -0.08], [-0.10, -0.05, -0.18], [-0.10, 0.19, -0.05], [-0.07, -0.02, -0.21], [0.30, 0.10, -0.11], [-0.29, 0.04, 0.00], [0.05, 0.13, 0.20], [0.03, 0.28, -0.02], [-0.09, -0.22, -0.21], [0.08, 0.28, -0.10], [-0.13, -0.25, -0.01], [0.01, -0.07, 0.10], [0.00, 0.01, 0.05], [0.06, -0.02, 0.16], [-0.28, -0.06, 0.00], [0.06, -0.12, 0.14], [0.03, 0.18, -0.09], [0.03, 0.06, 0.03], [-0.04, 0.08, 0.02], [-0.06, -0.05, -0.01], [0.21, -0.27, -0.49], [0.08, -0.06, 0.14], [-0.07, 0.09, -0.02], [-0.01, -0.04, -0.14], [-0.05, 0.12, 0.12], [0.07, 0.08, -0.22], [-0.13, -0.30, 0.04], [0.11, 0.10, 0.01], [0.11, -0.04, -0.33], [0.00, 0.16, 0.08], [0.05, -0.13, -0.14], [0.13, 0.04, 0.02], [-0.08, -0.11, 0.07], [0.09, 0.06, 0.11], [0.18, 0.00, -0.14], [0.08, -0.06, 0.21], [0.11, -0.08, 0.04], [-0.11, 0.01, 0.06], [-0.09, -0.06, 0.01], [0.01, -0.10, 0.14], [0.05, -0.08, 0.06], [0.04, 0.09, 0.06], [0.15, -0.08, 0.03], [-0.08, -0.03, 0.06], [-0.09, 0.02, -0.02], [-0.01, -0.13, -0.03], [0.09, -0.01, 0.14], [-0.06, 0.04, -0.05], [-0.04, 0.04, 0.06], [-0.40, 0.36, -0.10], [0.10, 0.29, 0.44], [0.09, 0.02, -0.14], [-0.03, 0.07, 0.09], [0.08, 0.06, -0.12], [-0.08, -0.13, -0.03], [-0.05, 0.10, -0.14], [0.03, 0.06, 0.05], [-0.14, -0.06, 0.02], [0.07, 0.02, 0.12], [0.10, -0.09, -0.12], [-0.26, 0.07, 0.13], [0.06, -0.03, -0.08], [0.05, 0.06, 0.06], [-0.08, -0.16, 0.15], [-0.08, -0.04, -0.12], [0.07, -0.08, 0.05], [0.02, 0.00, -0.17], [-0.06, 0.08, 0.06], [0.15, -0.08, 0.04]],
  "lowdin_charge": [-0.12, -0.26, -0.22, -0.24, -0.22, -0.19, -0.21, -0.21, -0.21, -0.22, -0.22, -0.23, -0.32, -0.28, 0.78, -0.21, -0.30, -0.37, -0.14, -0.28, -0.33, -0.23, -0.27, -0.13, 0.06, 0.04, 0.07, 0.10, 0.10, 0.11, 0.10, 0.07, 0.12, 0.07, 0.12, 0.09, 0.10, 0.10, 0.11, 0.08, 0.12, 0.10, 0.10, 0.10, 0.11, 0.12, 0.09, 0.10, 0.10, 0.07, 0.09, 0.02, 0.01, -0.02, -0.05, -0.03, 0.02, 0.02, 0.08, 0.08, 0.06, 0.04, 0.06, 0.01, 0.03, 0.07, 0.10, 0.10, 0.09, 0.10, 0.10, 0.07, 0.06, 0.06]
}